1.
ORCA calculation (ωB97M-V/def2-TZVPD) on a molecular structure, C4H8AlFO2 in a non-equilibrium geometry.

Last column: Löwdin spin population.
CARTESIAN COORDINATES (ANGSTROEM)
O 1.742 0.177 -1.327  0.222
C 1.956 -0.661 -0.302  0.417
C 0.642 -1.272 0.171  0.074
O -0.155 -0.145 0.546  0.020
C -1.564 -0.089 0.166  0.005
C -1.834 1.294 -0.387  -0.001
Al 0.382 1.322 -0.554  0.014
H 2.814 -1.238 0.083  0.025
H 0.787 -1.926 1.043  0.002
H 0.145 -1.857 -0.623  0.014
H -2.128 -0.331 1.080  0.000
H -1.744 -0.877 -0.581  0.002
H -2.292 1.974 0.343  0.000
H -2.389 1.275 -1.335  0.000
H 1.858 0.644 1.072  0.087
F 1.777 1.711 0.605  0.118

Summary:
**Total charge**: +1
**Multiplicity**: 2
**Total energy**: -17678.4455 eV
**Highest occupied orbital energy (spin up / spin down)**: -12.867 / -14.947 eV

---

2.
ORCA calculation (ωB97M-V/def2-TZVPD) on C6H10ClNO5S2 in the gas phase in a non-equilibrium geometry.

Last column: Löwdin charge in e.
CARTESIAN COORDINATES (ANGSTROEM)
C 0.173 3.057 1.172  -0.099
S -0.137 1.617 2.257  0.497
O 0.947 0.816 2.683  -0.265
O -0.942 2.147 3.280  -0.262
O -1.006 0.675 1.358  -0.423
S -1.044 0.286 -0.303  0.885
C -2.687 -0.471 -0.196  -0.060
O -1.158 1.528 -0.952  -0.289
C 0.064 -0.709 -1.039  -0.278
C 0.272 -2.141 -0.465  -0.134
C 1.689 -2.496 -1.034  -0.199
N 2.258 -1.205 -1.347  -0.504
Cl 3.600 -1.276 -2.357  0.770
C 1.422 -0.186 -1.363  -0.580
O 1.682 0.983 -1.642  0.038
H 0.667 2.663 0.203  0.084
H -0.850 3.221 0.839  0.055
H 0.772 3.705 1.881  0.100
H -2.913 -1.321 -0.734  0.060
H -2.965 -0.453 0.777  0.038
H -3.419 0.173 -0.518  0.057
H -0.590 -2.639 -0.947  0.112
H 0.231 -1.959 0.619  0.117
H 2.361 -2.996 -0.173  0.168
H 1.573 -3.018 -2.001  0.113

Summary:
**Total charge**: 0
**SMILES**: CS(=O)(=O)O[S@@](C)(=O)=C1CCN(Cl)C1=O
**Total energy**: -52298.8826 eV
**Highest occupied orbital energy**: -9.281 eV

---

3.
ORCA calculation (ωB97M-V/def2-TZVPD) on a molecular structure, C29H30CsN6O2S in a non-equilibrium geometry.

Last column: Löwdin charge in e.
CARTESIAN COORDINATES (ANGSTROEM)
Cs -0.422 1.697 -1.649  1.163
C 2.166 2.204 0.599  -0.058
C 2.765 0.905 0.167  -0.307
N 3.536 0.728 -0.833  0.065
N 3.981 1.825 -1.566  0.048
C 3.102 2.453 -2.293  -0.541
O 1.854 2.241 -2.402  -0.461
C 3.680 3.576 -3.127  -0.141
C 2.820 4.550 -3.620  -0.033
C 3.305 5.605 -4.382  -0.096
C 4.659 5.686 -4.671  -0.118
C 5.522 4.709 -4.191  -0.104
C 5.038 3.662 -3.422  -0.043
C 2.508 -0.328 0.989  -0.230
C 3.313 -1.462 0.841  -0.034
C 3.061 -2.559 1.634  -0.093
C 2.004 -2.515 2.538  -0.089
C 1.261 -1.353 2.608  -0.144
N 1.506 -0.272 1.863  0.125
H 1.282 2.413 -0.003  -0.046
H 2.873 3.013 0.410  0.088
H 1.870 2.179 1.645  0.070
H 1.765 4.455 -3.398  0.106
H 2.622 6.360 -4.753  0.094
H 5.041 6.505 -5.269  0.089
H 6.580 4.762 -4.420  0.091
H 5.696 2.896 -3.035  0.099
H 4.115 -1.435 0.118  0.106
H 3.679 -3.445 1.547  0.104
H 1.765 -3.356 3.176  0.093
H 0.430 -1.270 3.301  0.092
S -3.537 1.955 -1.451  0.246
C -3.175 3.173 -0.242  -0.865
C -4.178 4.107 0.126  -0.144
C -3.930 5.048 1.089  -0.112
C -2.672 5.098 1.698  -0.113
C -1.738 4.181 1.272  -0.189
N -1.958 3.249 0.340  -0.107
H -5.137 4.041 -0.368  0.081
H -4.706 5.751 1.374  0.094
H -2.428 5.823 2.463  0.084
H -0.738 4.184 1.700  0.096
C -1.655 -3.514 3.203  -0.067
C -2.674 -3.091 2.159  -0.191
N -3.099 -4.205 1.314  -0.059
C -4.222 -5.005 1.791  -0.211
C -5.552 -4.479 1.279  -0.071
C -2.468 -4.598 0.180  -0.426
O -2.785 -5.607 -0.435  0.062
C -1.332 -3.747 -0.311  -0.132
C -0.043 -4.261 -0.318  -0.007
C 0.980 -3.480 -0.821  -0.056
C 0.673 -2.218 -1.310  -0.134
N -0.564 -1.727 -1.336  0.060
C -1.540 -2.482 -0.842  -0.087
H -1.393 -2.674 3.848  0.068
H -0.740 -3.867 2.724  0.061
H -2.043 -4.316 3.833  0.072
H -2.284 -2.279 1.551  0.111
H -3.577 -2.702 2.636  0.122
H -4.189 -4.993 2.883  0.114
H -4.068 -6.032 1.463  0.114
H -5.719 -3.446 1.588  0.072
H -6.377 -5.083 1.660  0.071
H -5.575 -4.517 0.191  0.079
H 0.142 -5.258 0.064  0.124
H 2.003 -3.830 -0.832  0.104
H 1.458 -1.572 -1.692  0.111
H -2.538 -2.053 -0.870  0.131

Summary:
**Total charge**: -1
**Total energy**: -54981.1465 eV
**Highest occupied orbital energy**: -4.151 eV

---

4.
ORCA calculation (ωB97M-V/def2-TZVPD) on 2 unconnected molecules or ions with the total composition C4H9N5 in a non-equilibrium geometry.

Last column: Löwdin charge in e.
CARTESIAN COORDINATES (ANGSTROEM)
C 3.019 -0.509 -0.317  -0.116
C 1.047 0.391 0.170  -0.122
C -2.136 1.346 -0.100  -0.112
C -2.185 -0.195 -0.055  -0.191
N 1.597 -0.664 -0.398  0.081
N 3.332 0.623 0.268  0.068
N 2.124 1.162 0.464  -0.013
N -0.932 -2.173 0.231  -0.053
N -1.175 -0.901 0.254  -0.240
H 3.608 -1.304 -0.749  0.116
H -2.555 1.987 -0.989  0.098
H -2.838 1.652 0.682  0.051
H -1.149 1.737 0.072  0.018
H -3.150 -0.562 -0.517  0.120
H 2.126 2.061 0.833  0.119
H -1.713 -2.815 0.276  0.003
H 1.241 -1.598 -0.602  0.122
H -0.261 -0.242 0.476  0.051

Summary:
**Total charge**: 0
**Total energy**: -11739.7099 eV
**Highest occupied orbital energy**: -6.929 eV